<i>
# F6H14O7P

A cluster of 8 separate species, F6H14O7P in total (ωB97M-V/def2-TZVPD, OMol25).

Last column: natural (NBO) charge in e.
Element x y z (Å)
P -0.03189 -0.33182 0.36699  2.595
F 1.27965 0.48011 -0.23133  -0.587
F 0.14727 -1.54111 -0.66429  -0.580
F 0.77930 -1.26007 1.42726  -0.598
F -1.40378 -1.09799 0.97267  -0.597
F -0.01143 0.84373 1.50772  -0.582
F -1.09129 0.46215 -0.65550  -0.597
O -3.07476 2.14693 0.82364  -0.948
H -2.32688 1.74555 0.38114  0.487
H -3.49653 2.67805 0.14818  0.457
O 2.96069 -0.52429 2.73125  -0.960
H 2.26809 -0.68604 2.09064  0.487
H 2.56655 0.07560 3.36451  0.458
O 1.79604 3.26869 -0.05493  -0.955
H 1.39255 2.44640 0.22306  0.488
H 2.12499 3.66019 0.75424  0.462
O 2.59623 0.60889 -2.31844  -0.968
H 2.74014 1.54537 -2.18232  0.462
H 1.99679 0.35377 -1.61714  0.480
O -1.08351 0.85025 -3.43315  -0.959
H -1.47035 0.04682 -3.08515  0.484
H -0.79917 1.33491 -2.65824  0.472
O -2.49445 -1.87491 -2.14791  -0.960
H -3.24266 -1.84904 -1.55146  0.470
H -1.73049 -1.91825 -1.57284  0.489
O -0.08458 -3.83360 2.84820  -0.949
H -0.38184 -4.53677 2.27078  0.458
H 0.07531 -3.09357 2.26252  0.489

Computed properties:
HOMO energy = -7.82 eV
net charge = -1
gap between HOMO and LUMO = 10.88 eV



<ii>
# F6H14O7P

A cluster of 8 separate species, F6H14O7P in total (ωB97M-V/def2-TZVPD, OMol25).

Last column: natural (NBO) charge in e.
Element x y z (Å)
P 15.78316 0.90962 3.24411  2.601
F 15.98478 0.80238 4.84183  -0.587
F 14.67999 -0.28826 3.21924  -0.593
F 14.53332 1.91646 3.41015  -0.586
F 15.77356 1.00491 1.60887  -0.607
F 16.74003 2.23306 3.15328  -0.597
F 16.98741 -0.15193 3.03145  -0.597
O 16.86496 2.83193 -0.02295  -0.969
H 17.77644 2.65913 0.22669  0.461
H 16.34737 2.19191 0.49805  0.493
O 16.07917 -1.51175 7.11173  -0.943
H 15.72655 -2.28120 6.65550  0.462
H 16.40824 -0.94394 6.40641  0.480
O 18.90182 1.35601 5.47124  -0.949
H 18.83855 0.41540 5.28530  0.463
H 18.13397 1.73806 5.03128  0.486
O 15.16839 4.99236 3.83836  -0.952
H 15.33056 4.04982 3.70539  0.489
H 16.01951 5.40625 3.67082  0.461
O 14.23886 -1.85536 0.97438  -0.955
H 14.65162 -1.07491 1.37461  0.490
H 13.85374 -1.53167 0.15528  0.459
O 13.18835 0.44364 5.48780  -0.955
H 13.81271 0.98081 4.97123  0.481
H 13.19277 -0.40863 5.04789  0.465
O 19.00036 -1.92495 2.35671  -0.948
H 19.13737 -1.94015 3.30741  0.460
H 18.05890 -1.74993 2.25291  0.486

Computed properties:
HOMO energy = -8.07 eV
net charge = -1
gap between HOMO and LUMO = 10.97 eV



The energetic minimum among the shown structures is <ii>; the next structure lies 5.3 kcal/mol above.